[1]
Molecular formula: C48H49AsCl2F6N2O3P2S2SeYb
Method: DFT, ωB97M-V with the def2-TZVPD basis set

Element x y z (Å)
Yb1 2.8821 0.0081 0.7313
Cl1 2.2432 6.5364 4.7693
C1 2.0828 4.9804 4.0234
C2 1.4873 4.0296 4.7998
C3 1.3248 2.7016 4.3394
Cl2 0.5297 1.5707 5.2527
C4 1.7325 2.3233 2.9770
O1 1.5890 1.1216 2.6325
C5 2.2460 3.4095 2.1228
C6 2.5228 3.1113 0.7728
O2 2.2350 2.0096 0.1924
C7 2.4542 4.6903 2.6801
H1 1.2426 4.2482 5.8627
H2 3.0027 3.9121 0.1667
H3 2.9689 5.4466 2.1143
C8 -4.4445 3.0202 -5.5379
S1 -2.7074 2.5715 -5.5115
C9 -2.4521 2.6299 -3.7427
C10 -1.0070 2.2678 -3.4982
C11 -0.5702 2.3118 -2.0468
N1 -1.3159 1.4250 -1.0586
P1 -1.1239 2.2689 0.5805
C12 -2.1950 3.7579 0.1838
C13 -3.3921 3.7437 -0.5267
C14 -3.9953 4.9333 -0.8894
C15 -3.3586 6.1659 -0.6697
C16 -2.1338 6.1490 0.0019
C17 -1.5879 4.9597 0.4732
C18 -2.3431 1.4571 1.6317
C19 -1.8014 0.4003 2.3469
C20 -2.5170 -0.1438 3.4047
C21 -3.6912 0.4274 3.8782
C22 -4.2224 1.4858 3.1390
C23 -3.5839 2.0202 2.0567
P2 -0.7928 -0.2916 -1.2252
C24 -2.2039 -1.2323 -0.5293
C25 -3.5198 -0.8411 -0.6978
C26 -4.5385 -1.5456 -0.0475
C27 -4.2326 -2.6654 0.7095
C28 -2.9023 -3.0453 0.9254
C29 -1.8887 -2.3042 0.3171
C30 -0.9510 -0.8875 -2.9573
C31 -2.1383 -1.3190 -3.5469
C32 -2.1096 -1.9242 -4.8034
C33 -0.8953 -2.1426 -5.4550
C34 0.2884 -1.6509 -4.8785
C35 0.2699 -1.0104 -3.6494
H4 -4.8083 2.7346 -6.5218
H5 -4.5338 4.0971 -5.3714
H6 -5.0732 2.4594 -4.8235
H7 -3.1223 1.9694 -3.1948
H8 -2.5655 3.6754 -3.4397
H9 -0.3352 2.9776 -4.0409
H10 -0.7995 1.2610 -3.9246
H11 -0.6652 3.3174 -1.6397
H12 0.5117 2.1055 -2.0164
H13 -3.8698 2.7766 -0.7650
H14 -4.9312 4.9308 -1.4570
H15 -3.8186 7.0795 -0.9904
H16 -1.5498 7.0339 0.1188
H17 -0.6065 4.9537 0.9428
H18 -0.8273 -0.0209 2.0866
H19 -2.0684 -1.0074 3.9036
H20 -4.1798 0.1021 4.7896
H21 -5.1821 1.8825 3.4210
H22 -4.0326 2.8592 1.5171
H23 -3.7377 -0.0178 -1.3765
H24 -5.5718 -1.2462 -0.1874
H25 -5.0359 -3.2520 1.1925
H26 -2.6685 -3.9070 1.5556
H27 -0.8472 -2.5995 0.3929
H28 -3.0900 -1.1895 -3.0345
H29 -3.0253 -2.2898 -5.2472
H30 -0.8012 -2.5453 -6.4418
H31 1.2390 -1.8210 -5.3632
H32 1.2104 -0.6042 -3.2554
F1 4.2168 0.2727 2.3815
As1 5.8723 0.4585 1.3289
F2 7.1380 0.4479 0.1579
F3 6.2050 1.9058 2.2859
F4 4.8137 1.4380 0.2666
F5 6.5418 -0.8207 2.3634
F6 4.9448 -0.9086 0.3516
Se1 3.6090 0.8612 -2.8954
S2 5.1151 -0.6635 -3.2792
C36 4.5072 -1.1043 -4.7669
N2 4.1735 -1.5048 -5.8264
C37 3.8166 -2.6286 3.7629
C38 2.4249 -3.3069 3.9089
C39 1.3471 -2.3181 4.3048
C40 1.9833 -4.1013 2.6884
C41 1.4190 -5.3785 2.9408
C42 1.1778 -6.2518 1.9057
C43 1.4195 -5.8249 0.6003
C44 1.9035 -4.5630 0.2627
C45 2.2023 -4.3754 -1.2293
C46 1.0450 -4.7794 -2.1649
C47 2.6751 -2.9929 -1.5990
C48 2.1150 -3.5917 1.3542
O3 2.3139 -2.3156 1.1051
H33 4.3262 -2.5745 4.7542
H34 3.7025 -1.6085 3.3625
H35 4.4784 -3.2380 3.1191
H36 2.4897 -4.0613 4.7117
H37 1.2206 -1.5850 3.5106
H38 1.6513 -1.8144 5.2170
H39 0.3656 -2.7925 4.4657
H40 1.2369 -5.6867 3.9752
H41 0.8008 -7.2556 2.0924
H42 1.2736 -6.5250 -0.2188
H43 3.0136 -5.0947 -1.3881
H44 0.1491 -4.1836 -2.0237
H45 0.7914 -5.8557 -2.1170
H46 1.3546 -4.5589 -3.1766
H47 1.9196 -2.2210 -1.4815
H48 3.0072 -3.0318 -2.6533
H49 3.5383 -2.6729 -1.0012

Atomic forces in eV per Å
Yb -2.392 -2.256 -0.850
Cl 0.346 0.591 -0.226
C 0.732 0.007 -2.830
C -0.634 -3.192 1.254
C 1.047 3.332 -1.513
Cl -0.740 -1.327 1.148
C -0.540 -0.243 0.460
O 0.312 0.363 -0.345
C -0.421 -0.747 1.792
C -0.444 -1.731 -1.931
O 0.303 3.824 0.731
C -0.295 0.301 1.874
H -0.027 -0.115 -0.988
H -0.226 -0.295 0.137
H -0.049 0.260 -0.304
C -0.308 -0.100 -0.042
S -0.336 -0.485 -0.111
C 0.696 0.690 0.074
C 0.747 -0.587 -0.395
C 0.338 -0.556 1.000
N -0.089 0.279 -0.637
P -0.948 -0.124 -1.772
C 0.882 -0.764 -0.344
C -0.415 -0.541 0.045
C -0.208 0.592 -0.602
C 0.529 -1.158 0.672
C -0.515 -0.051 -0.116
C 0.162 0.432 -0.502
C -0.254 0.471 0.808
C -0.630 -0.386 0.019
C 0.425 -0.678 0.917
C 0.377 0.139 -0.824
C -0.549 -0.284 0.741
C 1.038 -0.355 -1.070
P 0.522 0.364 0.981
C 0.318 0.378 0.654
C -0.508 -0.273 0.233
C 0.147 0.136 -0.570
C -0.073 -0.459 0.820
C -0.097 0.219 -0.300
C -0.281 -0.311 -0.487
C 0.346 0.642 -0.139
C 0.100 -0.106 -0.300
C 0.300 -0.306 -0.023
C 0.591 1.196 0.843
C -0.432 -0.380 -0.043
C -0.295 -0.177 0.062
H -0.109 0.312 -0.173
H -0.303 -0.160 -0.053
H 0.513 0.222 -0.060
H -0.119 0.009 -0.059
H -0.427 -0.138 0.276
H -0.487 -0.439 0.299
H -0.108 0.785 0.237
H -0.070 0.246 -0.301
H -0.080 -0.154 0.033
H 0.371 0.598 0.035
H 0.219 -0.113 0.279
H -0.034 0.323 -0.195
H 0.092 0.690 0.169
H -0.147 0.085 0.066
H -0.206 0.175 0.086
H -0.210 0.287 0.047
H 0.028 -0.218 -0.176
H -0.215 0.268 0.207
H 0.238 -0.425 0.388
H -0.090 0.050 0.373
H 0.026 -0.026 0.035
H 0.452 0.448 -0.325
H -0.008 0.286 -0.248
H 0.053 0.025 0.332
H 0.282 -0.143 -0.180
H -0.131 0.089 -0.049
H -0.350 -0.500 -0.338
H 0.103 0.156 -0.166
H -0.354 -0.208 0.088
F 2.940 0.704 0.181
As -3.130 -1.648 -0.094
F -0.345 0.278 1.230
F 0.447 -1.811 -0.922
F 1.316 -0.005 0.885
F -0.250 1.960 -1.050
F 1.924 0.915 1.030
Se -0.718 0.743 0.828
S 0.307 -0.185 0.053
C -0.282 -1.586 -2.829
N 0.498 0.896 2.129
C -0.117 -0.252 0.372
C 0.019 -0.401 -0.265
C -0.228 0.214 0.043
C -0.126 -0.659 0.062
C 0.939 0.966 -0.193
C -0.499 -0.261 -0.365
C 0.424 0.071 0.014
C -0.485 0.094 1.206
C -0.472 0.054 0.831
C 0.249 -0.437 0.129
C 1.113 0.198 -0.657
C -0.678 0.023 -1.174
O 0.211 -0.273 0.526
H -0.426 0.130 -0.518
H 0.263 -0.627 0.131
H -0.352 0.438 0.104
H 0.127 0.218 -0.117
H 0.024 0.218 0.014
H -0.125 0.345 0.226
H 0.342 -0.052 0.016
H 0.173 0.118 -0.228
H -0.020 0.138 -0.023
H -0.045 -0.067 0.148
H 0.128 0.155 -0.371
H -0.224 0.095 0.393
H 0.030 0.560 0.057
H 0.186 -0.083 -0.482
H -0.254 -0.069 -0.077
H -0.176 0.301 0.296
H -0.192 -0.175 -0.163

Output
- Charge: -2
- Highest occupied orbital energy (spin up / spin down): -1.754 / -1.754 eV
- Lowest unoccupied orbital energy (spin up / spin down): 3.453 / 3.453 eV
- Spin multiplicity: 1
- Gap between HOMO and LUMO (spin up / spin down): 5.207 / 5.207 eV

---

[2]
Molecular formula: C17H31N3NiP2
Method: DFT, ωB97M-V with the def2-TZVPD basis set

Element x y z (Å)
P1 0.1742 -1.6083 1.6320
P2 -0.0355 1.4179 1.6990
C1 -0.1324 -0.7638 -0.0053
C2 0.3678 0.6716 0.0521
H1 -1.2164 -0.8124 -0.1837
H2 0.3623 -1.3310 -0.8034
H3 1.4587 0.7363 -0.0549
H4 -0.0668 1.2999 -0.7313
C3 -1.7100 2.0838 1.5323
H5 -1.9252 2.6846 2.4251
H6 -2.4318 1.2600 1.4772
H7 -1.7800 2.7100 0.6338
C4 1.0479 2.8190 1.9906
H8 1.0362 3.4960 1.1250
H9 2.0679 2.4568 2.1699
H10 0.6934 3.3467 2.8866
C5 -0.9152 -3.0519 1.6245
H11 -0.6766 -3.7178 2.4640
H12 -0.7912 -3.5993 0.6785
H13 -1.9571 -2.7225 1.7425
C6 1.8631 -2.2551 1.4373
H14 2.5855 -1.4304 1.4846
H15 1.9658 -2.7777 0.4763
H16 2.0772 -2.9518 2.2581
Ni1 -0.0719 -0.1139 3.1013
C7 0.5818 1.6015 -3.7264
C8 -0.7354 1.6496 -3.4949
C9 -1.8256 0.8774 -4.1790
C10 -1.4137 -0.4740 -4.8045
C11 -0.7279 -1.4209 -3.8603
C12 0.5803 -1.4877 -3.5874
C13 1.6932 -0.6675 -4.1717
C14 1.3000 0.7251 -4.7135
C15 0.0949 -1.6104 4.2695
H17 1.2361 2.3344 -3.2361
H18 -1.1220 2.4084 -2.8081
H19 -2.2903 1.4783 -4.9817
H20 -2.6245 0.7093 -3.4376
H21 -2.3359 -0.9610 -5.1626
H22 -0.8099 -0.2875 -5.6993
H23 -1.3982 -2.1858 -3.4463
H24 0.9423 -2.2981 -2.9468
H25 2.1897 -1.2084 -4.9980
H26 2.4638 -0.5526 -3.3909
H27 2.2324 1.2361 -5.0057
H28 0.7262 0.6037 -5.6387
H29 0.8398 -1.2197 4.9782
H30 0.3565 -2.6228 3.9347
H31 -0.8936 -1.5883 4.7567
N1 -0.3733 1.1484 4.5838
C16 -0.3936 1.4963 5.7127
N2 -0.4977 1.9877 6.8858
C17 -0.0677 1.4357 8.0003
N3 0.2823 1.0462 9.0560

Atomic forces in eV per Å
P -0.616 -0.526 -2.405
P 0.330 0.974 -1.637
C 0.193 -0.974 -0.094
C -0.014 0.928 0.173
H 0.208 0.083 0.004
H -0.227 0.241 -0.098
H -0.131 -0.131 -0.020
H 0.121 -0.217 -0.132
C -0.067 0.375 -0.185
H -0.024 -0.174 -0.201
H 0.119 0.212 -0.034
H -0.166 -0.070 0.183
C 0.115 0.673 -0.501
H 0.156 0.073 0.288
H -0.257 0.130 -0.051
H 0.134 -0.173 -0.230
C -0.031 -0.524 -0.326
H -0.054 0.193 -0.285
H -0.207 -0.003 0.263
H 0.305 -0.090 -0.120
C 0.077 -0.151 0.184
H -0.139 -0.179 -0.024
H -0.021 0.123 0.249
H 0.025 0.193 -0.200
Ni 0.046 -0.020 2.410
C -0.296 0.461 0.014
C 0.359 0.501 -0.304
C -0.211 -0.446 0.006
C -0.413 0.139 -0.307
C 0.280 -0.463 0.001
C -0.342 -0.494 -0.358
C 0.209 0.439 0.027
C 0.426 -0.111 -0.297
C 0.533 -0.955 1.576
H -0.383 -0.338 0.156
H 0.286 -0.155 -0.032
H 0.191 -0.001 0.338
H 0.160 -0.041 -0.222
H 0.285 0.156 0.088
H -0.276 -0.187 0.261
H 0.387 0.324 0.185
H -0.286 0.175 -0.050
H -0.203 -0.022 0.333
H -0.155 0.057 -0.220
H -0.286 -0.163 0.071
H 0.268 0.163 0.287
H -0.105 -0.472 0.102
H -0.062 0.183 0.494
H 0.214 -0.300 -0.038
N -0.381 0.810 1.522
C -0.110 -0.206 -0.215
N -0.052 0.101 -0.636
C 0.767 -0.821 2.097
N -0.678 0.699 -2.087

Output
- Highest occupied orbital energy (spin up / spin down): -5.636 / -7.950 eV
- Lowest unoccupied orbital energy (spin up / spin down): 0.160 / -0.682 eV
- Spin multiplicity: 3
- Gap between HOMO and LUMO (spin up / spin down): 5.796 / 7.268 eV

---

[3]
Molecular formula: C37H14F15GeN7O6RuSSe
Method: DFT, ωB97M-V with the def2-TZVPD basis set

Element x y z (Å)
Ru1 -1.5933 -0.7006 -0.3803
O1 -7.0023 1.7119 -2.1125
C1 -6.8256 2.0632 -0.8460
O2 -7.6634 2.6492 -0.2133
C2 -5.5172 1.7195 -0.2142
C3 -5.1925 2.0678 1.0788
N1 -3.9697 1.5665 1.3298
N2 -3.4672 0.9329 0.2723
C4 -4.3812 1.0181 -0.6701
C5 -4.0061 0.3996 -1.9628
O3 -4.7633 0.4096 -2.9209
O4 -2.8257 -0.1351 -1.9764
H1 -6.2209 1.2401 -2.4854
H2 -5.7542 2.6381 1.8005
H3 -3.3873 1.7026 2.1395
Se1 4.2014 -5.3361 -3.3982
N3 2.7947 -4.5631 -4.1590
C6 2.1510 -3.9320 -3.2160
C7 0.9328 -3.1641 -3.4432
C8 0.3073 -3.0972 -4.6892
C9 -0.8486 -2.3668 -4.8065
C10 -1.3472 -1.6949 -3.6889
N4 -0.7525 -1.7375 -2.5048
C11 0.3622 -2.4780 -2.3761
C12 0.9428 -2.5746 -1.0297
N5 0.3413 -1.8795 -0.0508
C13 0.7964 -1.9780 1.1947
C14 1.8975 -2.7547 1.5313
C15 2.5468 -3.4445 0.5306
C16 2.0682 -3.3549 -0.7772
C17 2.7115 -4.0284 -1.8965
N6 3.8051 -4.7295 -1.7767
H4 0.7415 -3.6230 -5.5296
H5 -1.3738 -2.2937 -5.7482
H6 -2.2385 -1.0918 -3.7466
H7 0.2802 -1.3873 1.9416
H8 2.2379 -2.7837 2.5566
H9 3.4273 -4.0436 0.7271
F1 1.9503 -0.0314 3.3783
C18 2.0143 1.2415 3.8186
C19 1.7876 2.2751 2.9302
C20 1.8602 3.5549 3.4579
F2 1.6268 4.6293 2.6976
C21 2.1682 3.7918 4.7883
F3 2.2318 5.0327 5.2540
C22 2.4025 2.7246 5.6375
F4 2.6928 2.9376 6.9086
C23 2.3226 1.4303 5.1498
F5 2.5395 0.3934 5.9551
Ge1 1.3494 1.8965 1.0609
S1 -0.7289 1.1654 0.9683
C24 2.7007 0.7154 0.2585
C25 3.9156 0.4183 0.8539
F6 4.2163 0.9044 2.0608
C26 4.8648 -0.3890 0.2493
F7 6.0081 -0.6717 0.8611
C27 4.6069 -0.9175 -1.0026
F8 5.4861 -1.7191 -1.5850
C28 3.4119 -0.6268 -1.6374
F9 3.1467 -1.1571 -2.8358
C29 2.4889 0.1840 -1.0032
F10 1.3514 0.4514 -1.6708
C30 1.5013 3.5436 0.0119
C31 0.4959 4.2002 -0.6764
F11 -0.7662 3.7615 -0.6567
C32 0.7412 5.3529 -1.4059
F12 -0.2480 5.9636 -2.0481
C33 2.0220 5.8719 -1.4610
F13 2.2608 6.9729 -2.1508
C34 3.0548 5.2391 -0.7859
F14 4.2853 5.7367 -0.8298
C35 2.7701 4.0967 -0.0678
F15 3.7761 3.5133 0.6089
N7 -4.7064 -3.3415 2.3035
C36 -3.9833 -3.9251 1.1207
C37 -3.0140 -2.8487 0.6341
O5 -2.3085 -3.0594 -0.3530
O6 -3.0333 -1.7600 1.2851
H10 -4.4991 -3.8236 3.1742
H11 -5.7156 -3.3162 2.1816
H12 -4.3158 -2.3665 2.3409
H13 -4.6930 -4.1623 0.3332
H14 -3.4535 -4.8291 1.4037

Atomic forces in eV per Å
Ru -0.127 0.760 -0.348
O -0.042 -0.035 0.096
C 0.065 0.188 -0.107
O -0.019 -0.080 0.030
C -0.025 -0.026 -0.005
C -0.067 0.024 0.051
N -0.030 0.023 -0.034
N -0.013 -0.201 0.209
C -0.078 -0.011 0.006
C -0.047 -0.062 -0.243
O 0.007 0.039 0.102
O -0.165 -0.101 0.035
H 0.075 -0.025 -0.048
H 0.014 -0.017 -0.019
H 0.056 0.007 0.050
Se 0.121 -0.054 -0.055
N 0.001 -0.023 -0.039
C -0.080 0.010 0.016
C -0.018 -0.049 -0.016
C 0.062 -0.023 -0.005
C -0.040 0.062 0.024
C 0.137 0.064 -0.039
N 0.199 -0.094 0.169
C -0.094 -0.023 0.141
C -0.162 0.102 -0.101
N -0.039 -0.209 0.332
C 0.100 0.079 -0.006
C 0.035 -0.004 -0.017
C 0.045 0.053 -0.018
C 0.004 -0.038 0.068
C -0.069 0.021 0.046
N 0.028 -0.049 0.012
H -0.007 0.002 0.015
H -0.007 0.013 0.018
H -0.065 0.013 -0.010
H 0.012 0.000 -0.012
H 0.001 -0.014 -0.001
H -0.024 -0.001 0.005
F -0.063 -0.054 -0.075
C 0.003 -0.160 0.033
C -0.099 0.120 0.034
C 0.009 0.014 0.060
F -0.002 -0.026 -0.050
C -0.008 -0.022 -0.018
F 0.003 0.036 0.016
C -0.018 -0.011 -0.084
F 0.022 0.015 0.101
C -0.014 0.027 -0.050
F -0.002 0.004 0.003
Ge -0.107 0.089 -0.222
S 0.258 -0.334 0.013
C -0.064 -0.095 -0.001
C 0.012 -0.067 0.039
F 0.069 0.002 -0.045
C -0.010 0.010 0.018
F 0.028 0.007 0.025
C -0.058 -0.036 -0.053
F 0.040 -0.006 -0.027
C 0.008 0.062 -0.009
F 0.076 0.120 0.051
C 0.075 0.059 -0.083
F 0.007 0.020 0.121
C 0.091 -0.066 -0.031
C -0.054 0.037 0.002
F 0.047 -0.011 0.001
C -0.008 -0.033 0.023
F -0.023 0.023 -0.031
C 0.017 -0.063 0.051
F 0.025 0.094 -0.070
C -0.038 -0.011 -0.010
F 0.014 0.003 0.006
C -0.001 0.037 0.008
F 0.001 -0.009 0.012
N 0.085 0.002 -0.097
C -0.002 0.014 -0.031
C 0.032 0.117 -0.052
O -0.129 -0.160 0.027
O 0.113 -0.023 -0.022
H 0.012 -0.037 0.059
H -0.068 0.020 -0.012
H -0.013 -0.007 0.015
H -0.019 -0.006 0.004
H 0.008 -0.018 0.043

Output
- Charge: +1
- Highest occupied orbital energy (spin up / spin down): -11.319 / -11.449 eV
- Lowest unoccupied orbital energy (spin up / spin down): -3.299 / -4.579 eV
- Spin multiplicity: 6
- Gap between HOMO and LUMO (spin up / spin down): 8.019 / 6.871 eV

---

These records have energy values of -10988.57174; -3021.48571; -8722.33104 Ha, in the order they appear.
These records have energy relative to the best compared isomer or geometry (same formula, charge and spin) values of 0.0; 0.0; 4.1 kcal/mol, in the order they appear.